[1]
Density functional theory data (ωB97M-V with the def2-TZVPD basis set) for 3 unconnected molecules or ions with the total composition C41H76BF3N3O10 at a distorted geometry.

## Properties
- highest occupied orbital energy (eV) = -10.106
- relative energy (zero: lowest compared OMol25 entry of this formula, charge and spin) (eV) = 0.0000
- E (hartree) = -2848.40609
- LUMO level (eV) = -3.23
- orbital gap (hartree) = 0.2526
- largest force on an atom (eV/Å) = 2.86
- net charge = +1

Bonds (Å) are listed after each position.
CARTESIAN COORDINATES (ANGSTROEM)
1 C 2.28690 2.15970 5.23026  C2 1.594, H41 1.122, H42 1.125, H43 1.126
2 C 2.35227 3.24816 4.06710  C1 1.594, C3 1.575, H44 1.120, H45 1.123
3 C 2.07032 2.48751 2.71735  C2 1.575, C4 1.578, H46 1.130, H47 1.128
4 C 2.50842 3.28635 1.42944  C3 1.578, C5 1.598, H48 1.122, H49 1.131
5 C 1.51533 3.09468 0.19253  C4 1.598, C6 1.595, H50 1.120, H51 1.126
6 C 1.28774 1.55287 -0.14450  C5 1.595, N7 1.496, C27 1.577, H52 1.128
7 N 2.65091 0.94503 -0.24601  C6 1.496, C8 1.501, H53 1.037, H54 1.032
8 C 2.77637 -0.26340 -1.12756  N7 1.501, B9 1.611, C14 1.600, H55 1.131
9 B 2.17975 -1.56086 -0.38158  C8 1.611, O10 1.404, O11 1.420
10 O 1.05087 -2.31912 -0.72964  B9 1.404, H56 0.977
11 O 2.86871 -1.94505 0.79912  B9 1.420, C12 1.460
12 C 2.97528 -3.39721 0.90938  O11 1.460, C13 1.588, H57 1.125, H58 1.120
13 C 4.39168 -3.67419 1.57169  C12 1.588, H59 1.126, H60 1.125, H61 1.117
14 C 2.12082 0.07248 -2.54845  C8 1.600, C15 1.572, N22 1.481, N26 1.470
15 C 2.28374 -1.16437 -3.50416  C14 1.572, C16 1.560, H62 1.130, H63 1.129
16 C 3.71107 -1.78962 -3.56863  C15 1.560, C17 1.454, C21 1.480
17 C 4.98607 -1.09013 -3.54873  C16 1.454, C18 1.474, H64 1.111
18 C 6.27496 -1.80308 -3.59742  C17 1.474, C19 1.463, H65 1.117
19 C 6.31063 -3.26340 -3.68688  C18 1.463, C20 1.465, H66 1.111
20 C 5.03717 -3.98485 -3.75429  C19 1.465, C21 1.456, H67 1.115
21 C 3.77491 -3.26312 -3.68887  C16 1.480, C20 1.456, H68 1.121
22 N 2.78810 1.32490 -2.97111  C14 1.481, C23 1.473, H69 1.027
23 C 2.94372 1.53490 -4.42062  N22 1.473, C24 1.576, H70 1.131, H71 1.133
24 C 1.62115 1.72721 -5.25569  C23 1.576, C25 1.602, H72 1.121, H73 1.115
25 C 1.92326 1.21048 -6.74148  C24 1.602, H74 1.132, H75 1.116, H76 1.117
26 N 0.68296 0.20777 -2.27694  C14 1.470, C27 1.477, H77 1.015
27 C 0.30716 1.29773 -1.35348  C6 1.577, N26 1.477, C28 1.610, C34 1.596
28 C -1.07136 0.81619 -0.67643  C27 1.610, C29 1.575, H78 1.122, H79 1.131
29 C -2.18299 0.40755 -1.71468  C28 1.575, O30 1.444, H80 1.122, H81 1.129
30 O -2.53367 -0.97907 -1.51786  C29 1.444, C31 1.394
31 C -3.76383 -1.12885 -0.87949  O30 1.394, C32 1.567, O33 1.205
32 C -3.92564 -1.76102 0.54497  C31 1.567, H82 1.121, H83 1.119, H84 1.122
33 O -4.77742 -0.80044 -1.44191  C31 1.205
34 C -0.03429 2.58654 -2.23053  C27 1.596, C35 1.585, H85 1.127, H86 1.121
35 C -1.16471 3.54120 -1.66179  C34 1.585, C36 1.577, H87 1.115, H88 1.118
36 C -0.85213 5.03999 -2.03874  C35 1.577, F37 1.406, C38 1.403
37 F -0.32480 5.83020 -1.00281  C36 1.406
38 C -1.10777 5.60654 -3.29676  C36 1.403, F39 1.365, F40 1.363
39 F -2.25458 6.31764 -3.50248  C38 1.365
40 F -0.20419 5.48764 -4.30988  C38 1.363
41 H 3.14298 1.43755 5.17019  C1 1.122
42 H 1.34047 1.55443 5.17214  C1 1.125
43 H 2.29391 2.65638 6.24122  C1 1.126
44 H 3.36990 3.71187 4.11914  C2 1.120
45 H 1.56471 4.01262 4.30430  C2 1.123
46 H 2.52771 1.45431 2.73562  C3 1.130
47 H 0.95538 2.32522 2.66832  C3 1.128
48 H 2.52571 4.38112 1.67225  C4 1.122
49 H 3.55436 2.99841 1.10843  C4 1.131
50 H 1.94601 3.65990 -0.67345  C5 1.120
51 H 0.53920 3.53045 0.54540  C5 1.126
52 H 0.82293 1.13610 0.79549  C6 1.128
53 H 2.90549 0.63063 0.70844  N7 1.037
54 H 3.39408 1.61689 -0.49237  N7 1.032
55 H 3.88497 -0.44496 -1.25450  C8 1.131
56 H 0.41866 -2.27111 0.01338  O10 0.977
57 H 2.15949 -3.74758 1.60009  C12 1.125
58 H 2.95488 -3.91685 -0.08234  C12 1.120
59 H 5.19625 -3.31450 0.87008  C13 1.126
60 H 4.45772 -3.12593 2.55198  C13 1.125
61 H 4.48456 -4.77714 1.72343  C13 1.117
62 H 1.94127 -0.96829 -4.56335  C15 1.130
63 H 1.59985 -1.99242 -3.15667  C15 1.129
64 H 5.01656 0.01720 -3.46943  C17 1.111
65 H 7.22808 -1.22235 -3.54630  C18 1.117
66 H 7.29408 -3.78113 -3.70093  C19 1.111
67 H 5.07451 -5.09507 -3.85444  C20 1.115
68 H 2.82935 -3.86324 -3.74545  C21 1.121
69 H 3.73832 1.37664 -2.58439  N22 1.027
70 H 3.52471 2.49767 -4.54397  C23 1.131
71 H 3.58327 0.76577 -4.95318  C23 1.133
72 H 1.38758 2.81947 -5.35429  C24 1.121
73 H 0.74285 1.13483 -4.90873  C24 1.115
74 H 1.80124 0.08662 -6.68592  C25 1.132
75 H 2.97221 1.40984 -7.06543  C25 1.116
76 H 1.14006 1.56012 -7.45751  C25 1.117
77 H 0.10962 0.16551 -3.11374  N26 1.015
78 H -1.41724 1.51732 0.12851  C28 1.122
79 H -0.78784 -0.13602 -0.13556  C28 1.131
80 H -1.92508 0.64065 -2.78180  C29 1.122
81 H -3.10132 1.02712 -1.49539  C29 1.129
82 H -3.22504 -2.62985 0.64633  C32 1.121
83 H -3.73306 -1.03043 1.37043  C32 1.119
84 H -4.96594 -2.16085 0.67862  C32 1.122
85 H -0.39026 2.23785 -3.24193  C34 1.127
86 H 0.91551 3.14610 -2.43420  C34 1.121
87 H -1.28556 3.53990 -0.55360  C35 1.115
88 H -2.14111 3.29284 -2.14555  C35 1.118
89 C -8.01362 -3.03083 -8.84027  O90 1.413, H98 1.095, H99 1.090, H100 1.096
90 O -7.90242 -2.34552 -7.60934  C89 1.413, C91 1.422
91 C -9.12877 -2.33073 -6.88924  O90 1.422, C92 1.519, H101 1.097, H102 1.097
92 C -8.87609 -2.08709 -5.41167  C91 1.519, O93 1.426, H103 1.093, H104 1.091
93 O -8.45952 -3.25705 -4.71136  C92 1.426, C94 1.425
94 C -7.12156 -3.68582 -4.94897  O93 1.425, C95 1.520, H105 1.092, H106 1.093
95 C -6.08135 -2.79797 -4.28573  C94 1.520, O96 1.421, H107 1.098, H108 1.096
96 O -5.84287 -1.63859 -5.07285  C95 1.421, C97 1.413
97 C -5.23500 -0.60760 -4.32260  O96 1.413, H109 1.092, H110 1.092, H111 1.094
98 H -8.76301 -2.55616 -9.48182  C89 1.095
99 H -7.04442 -2.99323 -9.33750  C89 1.090
100 H -8.27328 -4.08135 -8.66943  C89 1.096
101 H -9.65470 -3.28440 -7.01666  C91 1.097
102 H -9.74478 -1.52013 -7.29691  C91 1.097
103 H -9.82646 -1.80131 -4.95303  C92 1.093
104 H -8.18166 -1.26126 -5.24900  C92 1.091
105 H -6.92847 -3.80892 -6.01630  C94 1.092
106 H -7.05374 -4.67800 -4.49468  C94 1.093
107 H -5.13301 -3.34447 -4.19993  C95 1.098
108 H -6.42957 -2.51273 -3.28629  C95 1.096
109 H -5.88798 -0.29475 -3.50468  C97 1.092
110 H -5.07938 0.24660 -4.98416  C97 1.092
111 H -4.26809 -0.93459 -3.92813  C97 1.094
112 C -1.51077 0.78197 11.04764  O113 1.414, H121 1.095, H122 1.090, H123 1.096
113 O -0.27089 0.22530 10.65856  C112 1.414, C114 1.420
114 C -0.17071 0.06491 9.25122  O113 1.420, C115 1.519, H124 1.097, H125 1.097
115 C 1.28570 -0.01433 8.82731  C114 1.519, O116 1.426, H126 1.094, H127 1.091
116 O 1.91835 1.26063 8.74432  C115 1.426, C117 1.427
117 C 2.23018 1.88424 9.98995  O116 1.427, C118 1.519, H128 1.091, H129 1.093
118 C 3.40118 1.23515 10.70849  C117 1.519, O119 1.421, H130 1.097, H131 1.096
119 O 2.97268 0.07245 11.40375  C118 1.421, C120 1.413
120 C 4.05064 -0.78504 11.71924  O119 1.413, H132 1.096, H133 1.090, H134 1.095
121 H -2.33966 0.13964 10.73317  C112 1.095
122 H -1.51807 0.86576 12.13399  C112 1.090
123 H -1.62787 1.78527 10.62332  C112 1.096
124 H -0.65490 0.90503 8.73813  C114 1.097
125 H -0.68425 -0.86710 8.98432  C114 1.097
126 H 1.31668 -0.41681 7.81047  C115 1.094
127 H 1.85613 -0.69751 9.45846  C115 1.091
128 H 1.34889 1.95225 10.62989  C117 1.091
129 H 2.51927 2.90706 9.73387  C117 1.093
130 H 3.81160 1.93453 11.44716  C118 1.097
131 H 4.17849 0.97679 9.97962  C118 1.096
132 H 4.54009 -1.13764 10.80433  C120 1.096
133 H 3.65190 -1.64947 12.24976  C120 1.090
134 H 4.77618 -0.27636 12.36176  C120 1.095

[2]
Density functional theory data (ωB97M-V with the def2-TZVPD basis set) for a single C4H7NO molecule.

## Properties
- highest occupied orbital energy (eV) = -9.927
- relative energy (zero: lowest compared OMol25 entry of this formula, charge and spin) (eV) = 1.8188
- E (hartree) = -286.56481
- SMILES string = C[C@@]1(C=O)CN1
- LUMO level (eV) = 0.90
- orbital gap (hartree) = 0.3979
- largest force on an atom (eV/Å) = 0.51

Bonds (Å) are listed after each position.
CARTESIAN COORDINATES (ANGSTROEM)
1 C -0.04341 1.43091 0.56858  C2 1.510, H7 1.096, H8 1.093, H9 1.096
2 C 0.07281 0.01606 0.05481  C1 1.510, C3 1.494, N4 1.462, C5 1.495
3 C -0.34821 -0.35673 -1.32888  C2 1.494, N4 1.448, H10 1.088, H11 1.088
4 N 1.05641 -0.25078 -0.99406  C2 1.462, C3 1.448, H12 1.020
5 C -0.10776 -1.08498 1.04975  C2 1.495, O6 1.211, H13 1.109
6 O 0.20263 -2.23420 0.82463  C5 1.211
7 H 0.60804 1.59376 1.43467  C1 1.096
8 H 0.25923 2.13218 -0.21304  C1 1.093
9 H -1.07303 1.65970 0.86587  C1 1.096
10 H -0.77627 -1.34820 -1.46446  C3 1.088
11 H -0.73884 0.42111 -1.98168  C3 1.088
12 H 1.43416 -1.18636 -0.84243  N4 1.020
13 H -0.54575 -0.79246 2.02625  C5 1.109